Entry one
A single CH4S3Si molecule, computed with wB97M-V/def2-TZVPD.

Its structure (SMILES) is [SiH3]SC(=S)S.

ORCA input file:
```
! wB97M-V def2-TZVPD RIJCOSX def2/J DEFGRID3
* xyz 0 1
Si -1.85236 -0.30770 0.16101
S 0.10198 -1.33886 0.10244
C 1.19560 0.12465 -0.02238
S 0.73883 1.67743 -0.18127
S 2.80493 -0.42545 0.16996
H -1.69773 0.67740 1.39924
H -1.71145 0.39827 -1.06290
H -2.94679 -1.40236 -0.06291
H 3.36699 0.59661 -0.50318
*
```


Entry two
2 unconnected molecules or ions with the total composition CH4S3Si, computed with wB97M-V/def2-TZVPD.

ORCA input file:
```
! wB97M-V def2-TZVPD RIJCOSX def2/J DEFGRID3
* xyz 0 1
C 1.41209 -0.18095 0.17553
Si -1.98575 0.12113 -0.01521
S 1.17936 -1.72235 0.09033
S 2.76613 0.83379 0.13345
S -0.37772 1.55524 0.05005
H -1.33930 -0.95087 0.81700
H -3.16002 0.65206 0.61320
H -2.17926 -0.12030 -1.47456
H 3.68448 -0.18776 -0.38978
*
```


entry one is favored, and the nearest alternative lies 34.6 kcal/mol above it.


Entry one
A single C3H6ClNO molecule, computed with wB97M-V/def2-TZVPD.

Its structure (SMILES) is NC(=O)CCCl.

ORCA input file:
```
! wB97M-V def2-TZVPD RIJCOSX def2/J DEFGRID3
* xyz 0 1
N -0.79137 0.94960 -1.61784
C 0.06359 0.78138 -0.58730
O 1.13557 1.39523 -0.56817
C -0.28826 0.03830 0.69979
C 0.74976 -1.08050 1.02075
Cl 0.53955 -2.52116 -0.03386
H -1.69138 0.45598 -1.83832
H -0.38739 1.63477 -2.27172
H -1.36003 -0.31883 0.75754
H -0.26050 0.82506 1.44916
H 0.54749 -1.38085 2.10660
H 1.74298 -0.77900 0.88338
*
```


Entry two
A single C3H6ClNO molecule, computed with wB97M-V/def2-TZVPD.

Its structure (SMILES) is C/N=C(\Cl)OC.

ORCA input file:
```
! wB97M-V def2-TZVPD RIJCOSX def2/J DEFGRID3
* xyz 0 1
C -1.54963 0.81738 0.78354
N -0.34870 0.12549 0.46264
C 0.02113 -0.92812 0.96906
Cl -0.77813 -1.75838 2.30846
O 1.19467 -1.58690 0.55831
C 1.65896 -1.06554 -0.70664
H -1.50320 1.77846 1.26056
H -2.33292 0.30570 1.29542
H -2.03440 1.20603 -0.06698
H 0.86559 -1.17900 -1.44821
H 2.55404 -1.76003 -0.92937
H 1.76315 0.11832 -0.73686
*
```


Entry three
2 unconnected molecules or ions with the total composition C3H6ClNO, computed with wB97M-V/def2-TZVPD.

ORCA input file:
```
! wB97M-V def2-TZVPD RIJCOSX def2/J DEFGRID3
* xyz 0 1
C -0.07756 -0.68166 -0.45973
C 0.70735 0.53934 -0.17576
C -1.57429 -0.95188 0.05493
N 0.61543 1.69964 0.46584
O 0.32839 0.26644 -1.45578
Cl 3.07393 -0.19123 0.18166
H 0.76378 -1.47001 -0.38217
H -1.76087 -2.01751 0.07621
H -2.18142 -0.62420 -0.77136
H -1.83035 -0.58308 0.99919
H 1.12402 2.44187 0.04381
H 0.81161 1.57230 1.42317
*
```


Entry four
2 unconnected molecules or ions with the total composition C3H6ClNO, computed with wB97M-V/def2-TZVPD.

Its structure (SMILES) is CC=C=O.NCl.

ORCA input file:
```
! wB97M-V def2-TZVPD RIJCOSX def2/J DEFGRID3
* xyz 0 1
C -2.24683 -0.14709 -0.70538
C -0.89671 0.18107 0.13276
C 0.00238 0.99060 -0.31941
O 0.65182 1.89026 -0.86469
H -2.45778 0.11301 -1.73043
H -2.29986 -1.21801 -0.57947
H -2.93870 0.27856 -0.12901
H -0.95746 -0.26833 1.08260
N 2.48333 -0.25792 1.00783
Cl 3.50477 -1.68552 1.42626
H 3.08002 0.62118 0.72789
H 2.07501 -0.49782 -0.04895
*
```


entry one is favored, and the nearest alternative lies 39.8 kcal/mol above it.


Entry one
2 unconnected molecules or ions with the total composition C5H17N2O, computed with wB97M-V/def2-TZVPD.

ORCA input file:
```
! wB97M-V def2-TZVPD RIJCOSX def2/J DEFGRID3
* xyz 1 1
N -0.22318 0.54906 -1.33173
C 0.26293 -0.93623 -1.50996
C -0.21221 -1.77675 -0.29171
N -0.33300 -0.90138 0.84436
C 0.95063 -0.88087 1.72859
C 1.87258 0.27705 1.40895
C -1.53186 -1.22634 1.71059
H -0.11009 0.99171 -0.30271
H 0.17605 1.13446 -2.08369
H -1.24135 0.67257 -1.45302
H -0.30848 -1.18886 -2.47560
H 1.46313 -0.73651 -1.61522
H 0.28340 -2.74541 -0.17553
H -1.28455 -1.99780 -0.59993
H 1.39119 -1.86023 1.69587
H 0.56354 -0.69471 2.73268
H 2.88851 -0.09542 1.46546
H 1.90957 0.70330 0.34453
H 1.73427 1.06771 2.12924
H -2.25231 -0.37024 1.56279
H -1.28573 -0.96205 2.77178
H -1.99152 -2.20999 1.48310
H -1.16881 4.92461 -2.21643
H -0.67202 4.33252 -3.35525
O -0.88069 3.92981 -2.46717
*
```


Entry two
2 unconnected molecules or ions with the total composition C5H17N2O, computed with wB97M-V/def2-TZVPD.

ORCA input file:
```
! wB97M-V def2-TZVPD RIJCOSX def2/J DEFGRID3
* xyz 1 1
N -2.08927 -0.12075 -0.46099
C -0.80581 0.43819 -0.91283
C -0.40573 0.11448 -2.35144
C 0.27470 0.18470 0.11203
N -0.28000 0.54530 1.43194
C 0.19971 -0.33771 2.50685
C 0.09361 1.93896 1.74075
H -2.22742 0.23752 0.49845
H -2.86449 0.06634 -1.09841
H -1.99977 -1.13290 -0.32649
H -0.92018 1.52333 -0.94900
H 0.06798 -0.86689 -2.38951
H -1.25875 0.04462 -3.01062
H 0.29360 0.83400 -2.77540
H 0.44682 -0.90170 0.09140
H 1.20113 0.65357 -0.21734
H 1.11172 0.02226 3.00705
H -0.55714 -0.38492 3.29483
H 0.42390 -1.32736 2.12475
H -0.46007 2.25295 2.62800
H -0.23813 2.59091 0.93746
H 1.15740 2.01198 1.99743
H 3.36580 -2.31362 -2.43559
H 2.88320 -3.38158 -1.42109
O 2.58719 -2.69168 -2.02225
*
```


entry two is favored, and the nearest alternative lies 45.0 kcal/mol above it.


Entry one
2 unconnected molecules or ions with the total composition C5H17N2O, computed with wB97M-V/def2-TZVPD.

ORCA input file:
```
! wB97M-V def2-TZVPD RIJCOSX def2/J DEFGRID3
* xyz 1 1
N -0.33562 1.55422 0.20459
C -0.17015 0.20421 -0.44711
C 0.62812 -0.87969 0.22592
C 2.14104 -0.84243 0.12513
C 2.84882 -0.44803 -1.16490
C -1.63390 -0.32014 -0.68997
N -2.18300 0.42014 -1.84149
H 0.58899 1.97119 0.30002
H -0.97874 2.12984 -0.34033
H -0.78477 1.42944 1.11955
H 0.22585 0.32160 -1.45020
H 0.30346 -1.89984 -0.00986
H 0.35271 -0.93116 1.30226
H 2.74084 -1.65251 0.56237
H 2.53437 -0.14045 0.90345
H 3.11902 -1.21455 -1.90346
H 3.64841 0.28192 -1.08818
H 2.19352 0.07032 -1.89174
H -1.69732 -1.37820 -0.84348
H -2.26763 0.03984 0.12367
H -2.30377 -0.09603 -2.69956
H -2.99112 0.98825 -1.62506
H -1.79246 -0.25691 3.31471
H -0.40757 0.22049 3.71630
O -0.95419 0.02428 2.92157
*
```


Entry two
2 unconnected molecules or ions with the total composition C5H17N2O, computed with wB97M-V/def2-TZVPD.

ORCA input file:
```
! wB97M-V def2-TZVPD RIJCOSX def2/J DEFGRID3
* xyz 1 1
C -2.27241 0.17214 0.11062
C -1.66202 -1.02921 0.83384
C -0.43303 -1.65380 0.17220
C 0.86071 -0.95132 0.61206
C 1.97445 -0.87348 -0.42569
N 1.85027 0.32791 -1.26749
N -1.23737 1.06321 -0.47618
H -2.82919 0.75637 0.84088
H -3.02900 -0.14140 -0.60744
H -2.43599 -1.75995 1.05326
H -1.35353 -0.68533 1.82176
H -0.37331 -2.70936 0.39878
H -0.56785 -1.62995 -0.92148
H 1.23586 -1.50827 1.47108
H 0.67211 0.05795 0.96315
H 2.92638 -0.87279 0.07502
H 1.92747 -1.76122 -1.06260
H 1.68329 0.18864 -2.25105
H 2.69376 0.87728 -1.18986
H -0.77739 1.76296 0.14006
H -1.56970 1.57807 -1.29169
H -0.43862 0.51968 -0.82482
H 1.48867 2.30292 0.15693
H 0.94719 3.38965 1.06660
O 0.71926 2.57930 0.60209
*
```


Entry three
2 unconnected molecules or ions with the total composition C5H17N2O, computed with wB97M-V/def2-TZVPD.

ORCA input file:
```
! wB97M-V def2-TZVPD RIJCOSX def2/J DEFGRID3
* xyz 1 1
N 0.85676 -1.53702 -0.44409
C 1.70689 -0.35005 -0.83739
C 1.81669 -0.28756 -2.33941
C 1.00856 0.89041 -0.20107
N 0.43811 0.52530 1.10644
C -0.93318 0.97080 1.32573
C -1.51948 0.48325 2.63221
H 1.19672 -2.35905 -0.94240
H 0.99030 -1.73699 0.54144
H -0.13353 -1.39640 -0.64691
H 2.71109 -0.41701 -0.42203
H 2.53422 0.45455 -2.68333
H 0.84789 -0.09553 -2.79594
H 2.25064 -1.19678 -2.77627
H 1.79314 1.63687 -0.04706
H 0.25333 1.34103 -0.84405
H 1.06510 0.90855 1.79992
H -1.04776 2.05468 1.23630
H -1.48879 0.61279 0.44777
H -1.47528 1.28943 3.37597
H -1.03721 -0.37240 3.09241
H -2.59496 0.31597 2.55132
H -3.49832 -0.27934 -0.42363
H -3.02884 -0.95088 -1.75438
O -2.71209 -0.50461 -0.95154
*
```


entry two is favored, and the nearest alternative lies 9.8 kcal/mol above it.